This record from the Open Molecules 2025 dataset describes a structure of composition C20H21ClI2N6O3SZr. The level of theory is wB97M-V/def2-TZVPD.

XYZ file:
```
55
Properties=species:S:1:pos:R:3
Zr -1.42958 0.38367 0.19165
N -5.82092 1.02552 1.10277
C -4.50572 0.84698 1.05730
S -3.89224 -0.23892 -0.18747
N -3.80031 1.53343 1.94099
N -2.48010 1.24244 1.89460
C -1.71339 1.73626 2.79818
C -0.32977 1.25263 2.85093
C 0.54913 1.64206 3.83726
C 1.79803 1.03654 3.90096
C 2.13000 0.06403 2.97143
C 1.21356 -0.25626 1.99029
N 0.00569 0.31738 1.92794
H -6.43059 0.52975 0.47758
H -6.21708 1.60997 1.82180
H -2.11172 2.39376 3.56240
H 0.24875 2.39589 4.55421
H 2.50204 1.31959 4.67305
H 3.08737 -0.43967 2.99399
H 1.44772 -0.98658 1.22868
I -2.38992 -2.06518 2.62988
C -2.31254 -3.32890 0.93648
I -0.88514 -2.57856 -0.45327
H -3.27935 -3.31864 0.45404
H -2.00650 -4.31700 1.24659
C 2.26902 -4.02677 -2.99838
C 3.02993 -2.99758 -2.19737
C 4.28133 -3.28193 -1.66483
C 5.00330 -2.32172 -0.97058
Cl 6.55918 -2.71442 -0.33568
C 4.48934 -1.05208 -0.78982
C 3.23167 -0.75053 -1.29852
C 2.52475 -1.71667 -1.99279
O 1.24276 -1.49442 -2.49730
C 0.88399 -0.19254 -2.92057
C -0.02237 0.35239 -1.83984
O -1.28618 0.25944 -1.91985
O 0.45162 0.75489 -0.71376
H 2.77038 -4.99240 -2.95549
H 2.20231 -3.72485 -4.04611
H 1.24751 -4.15431 -2.63763
H 4.70585 -4.27014 -1.80395
H 5.06609 -0.30190 -0.26279
H 2.82390 0.23904 -1.14500
H 0.32493 -0.27931 -3.84713
H 1.75685 0.44488 -3.05836
N -1.32317 4.59450 -1.00285
C -2.61495 4.31958 -1.40218
C -2.85145 3.04265 -1.02951
N -1.71335 2.54000 -0.40193
C -0.80943 3.51140 -0.41981
H -0.84066 5.46828 -1.13970
H -3.23791 5.04037 -1.90549
H -3.73497 2.45108 -1.17544
H 0.19229 3.45286 -0.02960
```

Output
LUMO = -7.27 eV
Charge = +2
Spin multiplicity = 1
Orbital gap = 5.8 eV
Calculated total energy = -2829.46759 hartree

These are the Löwdin partial charges, in e, on atoms 1 to 6: 1.40 0.13 -0.82 0.59 0.02 -0.25

***

This record from the Open Molecules 2025 dataset describes a cluster of 2 separate species, CIO4S in total. The level of theory is wB97M-V/def2-TZVPD.

XYZ file:
```
7
Properties=species:S:1:pos:R:3
C -0.70901 -0.11475 3.65220
O -0.85863 -0.08979 -0.90720
O 0.29002 -0.48965 3.23374
O 0.69555 -1.97773 -1.29845
O 1.68320 0.24977 -1.19818
S 0.50996 -0.60153 -0.96088
I -1.09563 2.39983 3.98590
```

Output
LUMO (alpha / beta) = 2.52 / -0.40 eV
Charge = -1
⟨S²⟩ = 2.0096
Spin multiplicity = 3
Orbital gap (alpha / beta) = 4.4 / 4.9 eV
Calculated total energy = -1034.93039 hartree

These are the Löwdin partial charges, in e, on atoms 1 to 6: -0.33 -0.46 0.01 -0.44 -0.46 0.39

***

This record from the Open Molecules 2025 dataset describes a cluster of 2 separate species, C5H9NO in total. The level of theory is wB97M-V/def2-TZVPD.

XYZ file:
```
16
Properties=species:S:1:pos:R:3
C 2.23302 0.27668 0.45260
C 1.12228 -0.18221 -0.43737
C -1.35990 0.16558 -1.04739
C -1.75816 -0.35646 1.28580
C -1.87048 0.77790 1.15551
H 2.16958 1.11928 1.14683
H 3.06921 0.49999 -0.39327
H 2.55557 -0.55934 1.10268
H -0.13783 1.03033 0.60875
H -1.08431 -0.57874 -1.81513
H -2.19864 -0.17071 -0.35975
H -1.39232 1.10048 -1.57900
H -1.53458 -1.42014 1.19733
H -1.68521 1.92643 1.41590
N -0.11669 0.37677 -0.28051
O 1.35684 -1.20923 -0.97696
```

Output
LUMO = 0.76 eV
SMILES string = CNC(C)=O.C#C
Spin multiplicity = 1
Orbital gap = 9.8 eV
Calculated total energy = -325.67512 hartree

These are the Löwdin partial charges, in e, on atoms 1 to 6: -0.03 -0.62 -0.11 -0.03 -0.09 0.06

***

This record from the Open Molecules 2025 dataset describes the molecule C22H27N3O3S2. The level of theory is wB97M-V/def2-TZVPD.

XYZ file:
```
57
Properties=species:S:1:pos:R:3
C 0.53245 -6.45753 0.43682
C -0.13359 -5.44998 0.96593
C -0.62204 -4.27472 0.17273
N 0.05687 -3.05212 0.58120
C -0.26447 -2.43107 1.73889
N 0.29698 -1.35619 2.18666
C 1.22994 -0.80222 1.40043
C 1.62135 -1.30135 0.16535
C 2.59196 -0.47538 -0.47492
C 2.91455 0.60978 0.28320
S 2.05234 0.65720 1.80290
C 3.89002 1.68029 -0.05978
H 3.62976 2.14499 -1.01129
H 3.90665 2.44295 0.71360
H 4.89256 1.26332 -0.15888
C 3.19144 -0.75444 -1.81345
H 4.27062 -0.87449 -1.72630
H 3.00301 0.07202 -2.49899
H 2.76630 -1.66592 -2.22226
C 1.02520 -2.52709 -0.30287
O 1.26620 -3.09457 -1.35120
S -1.61291 -3.04900 2.70463
C -2.56907 -1.49014 2.72978
H -2.07349 -0.79098 3.39526
H -3.55443 -1.77002 3.09918
C -2.63113 -1.02262 1.27911
O -3.16749 -1.72426 0.43961
C -1.92376 0.20203 0.98077
C -1.37379 0.52677 -0.25734
N -0.69824 1.69562 -0.12066
C -0.83254 2.16225 1.16730
C -1.56723 1.25601 1.87032
H -1.85207 1.35033 2.89863
C -0.23041 3.44370 1.61705
H -0.49752 4.24943 0.93629
H 0.85701 3.36859 1.66154
H -0.59463 3.67976 2.61253
C 0.03146 2.35023 -1.17177
H 0.82500 2.95355 -0.72771
H 0.47798 1.59043 -1.81756
C -0.85746 3.26738 -2.01952
O -1.10441 4.45570 -1.30620
C -1.97436 5.33159 -1.97540
H -1.56125 5.63720 -2.94456
H -2.95478 4.86861 -2.13987
H -2.08799 6.20500 -1.33709
H -0.34824 3.49777 -2.96898
H -1.80733 2.76320 -2.25293
C -1.39589 -0.25292 -1.52095
H -0.38874 -0.54342 -1.82566
H -1.99087 -1.14960 -1.37242
H -1.84175 0.32286 -2.33144
H -0.40108 -4.41061 -0.88818
H -1.69796 -4.13399 0.31808
H -0.35182 -5.41296 2.02551
H 0.87352 -7.28812 1.03081
H 0.75955 -6.49286 -0.61593
```

Output
LUMO = 0.48 eV
SMILES string = C=CCn1c(SCC(=O)c2cc(C)n(CCOC)c2C)nc2sc(C)c(C)c2c1=O
Spin multiplicity = 1
Orbital gap = 8.3 eV
Calculated total energy = -2040.89869 hartree

These are the Löwdin partial charges, in e, on atoms 1 to 6: 0.03 -0.16 -0.17 0.04 -0.57 0.08

***

This record from the Open Molecules 2025 dataset describes a cluster of 2 separate species, C35H38N2O6 in total. The level of theory is wB97M-V/def2-TZVPD.

XYZ file:
```
81
Properties=species:S:1:pos:R:3
C 6.13201 0.45840 -5.42967
O 5.39025 -0.53133 -4.69041
C 4.03309 -0.46706 -4.72592
C 3.34499 -1.48549 -4.02216
C 1.99448 -1.36376 -3.76815
C 1.24143 -0.22362 -4.19754
C -0.15785 -0.06160 -3.89086
C -0.91227 0.89285 -4.71163
O -0.44395 1.60385 -5.59059
O -2.28456 0.91545 -4.60592
C -2.84240 0.14933 -3.54118
C -2.52062 0.78780 -2.20265
C -4.36130 0.07739 -3.77548
O -2.32181 -1.18274 -3.59835
C -0.93909 -1.28623 -3.65404
O -0.49385 -2.41541 -3.62876
C 1.94614 0.70835 -5.01934
C 3.29351 0.58412 -5.32048
H 7.16900 0.13419 -5.32564
H 5.83508 0.47040 -6.49134
H 5.99743 1.46007 -4.98799
H 3.92186 -2.33144 -3.64953
H 1.46783 -2.19763 -3.31400
H -1.43287 0.84560 -2.05944
H -2.94784 1.79681 -2.19046
H -2.96520 0.18066 -1.40546
H -4.58732 -0.36418 -4.75541
H -4.82843 -0.53008 -2.98915
H -4.78047 1.09134 -3.73790
H 1.37084 1.49387 -5.50307
H 3.77770 1.32300 -5.96552
C -1.09792 1.06150 6.28877
N -0.88368 0.30748 5.06975
C -1.29560 -0.98380 4.93741
O -1.83407 -1.65401 5.81968
C -0.96774 -1.43826 3.51282
C -2.21535 -1.79165 2.70299
C -3.00492 -2.93234 3.29350
C -4.33387 -2.74518 3.68735
C -5.02879 -3.77909 4.32282
C -4.41442 -5.02637 4.50899
C -3.10194 -5.22933 4.05959
C -2.40314 -4.18552 3.44111
N -0.23683 -0.28731 2.96751
C 0.18189 -0.30621 1.67571
C 0.82502 0.74882 1.03578
C 1.29554 0.81316 -0.29126
C 2.15444 1.90997 -0.70032
C 2.93070 1.78851 -1.88208
C 3.71983 2.83384 -2.33972
C 3.81622 4.02674 -1.59960
C 3.14946 4.12373 -0.37045
C 2.34002 3.08826 0.08325
C -0.17671 0.85457 3.90891
C -0.92328 2.09437 3.40581
C 1.24928 1.23492 4.33538
H -1.68223 0.45861 6.97964
H -0.14665 1.32271 6.75738
H -1.63783 1.98553 6.07312
H -0.29204 -2.31298 3.57906
H -2.84661 -0.89404 2.63782
H -1.88442 -2.04709 1.68756
H -4.80369 -1.77109 3.52199
H -6.04802 -3.60798 4.68021
H -4.95858 -5.83844 4.99798
H -2.61275 -6.19744 4.19798
H -1.37854 -4.32943 3.08599
H 0.08675 -1.27304 1.15816
H 1.06635 1.61967 1.63778
H 1.10213 0.01405 -1.01128
H 2.94806 0.82114 -2.39035
H 4.26054 2.73557 -3.28056
H 4.38992 4.87684 -1.98162
H 3.25451 5.02446 0.23547
H 1.89269 3.17788 1.07170
H -1.98201 1.84901 3.24571
H -0.85087 2.88493 4.16442
H -0.48788 2.45635 2.47202
H 1.71560 0.38430 4.85209
H 1.85815 1.51568 3.47136
H 1.19744 2.08509 5.03076
```

Output
LUMO = -2.60 eV
Spin multiplicity = 1
Orbital gap = 3.2 eV
Calculated total energy = -1917.38636 hartree

These are the Löwdin partial charges, in e, on atoms 1 to 6: -0.08 -0.11 -0.31 -0.02 -0.04 -0.18

***

This record from the Open Molecules 2025 dataset describes a structure of composition C19H32N3Pd. The level of theory is wB97M-V/def2-TZVPD.

XYZ file:
```
55
Properties=species:S:1:pos:R:3
C 3.59822 -0.20467 0.46470
C 3.27269 -1.25326 1.44890
C 3.83726 -0.53360 -0.94797
C 3.43270 1.20827 0.85654
H 4.81007 -0.17896 -1.31067
H 3.06409 -0.07824 -1.57518
H 3.77970 -1.61190 -1.11965
H 4.06015 -1.41398 2.19376
H 3.06975 -2.21135 0.95829
H 2.35194 -0.99240 1.98579
H 4.26299 1.60600 1.44900
H 2.51646 1.34321 1.44234
H 3.32163 1.84577 -0.02553
C -1.55668 -2.05129 -1.28287
C -0.22683 -1.97764 -1.86789
C 0.68886 -2.44312 -0.88764
H 0.01261 -1.70097 -2.89975
C 0.00549 -2.62311 0.33360
C -1.37540 -2.30089 0.14950
H -2.19594 -2.50431 0.83212
H -2.52053 -2.09272 -1.78368
H 1.71671 -2.74548 -1.09878
H 0.41251 -3.08551 1.24107
C -1.23047 2.18736 -0.31293
C -1.66058 1.60557 -1.57750
C -0.46069 1.16876 -2.27471
H -2.67139 1.63649 -1.97615
C 0.66240 1.70176 -1.56572
C 0.20089 2.32320 -0.37558
H 0.79599 2.95504 0.28256
H -1.89679 2.64278 0.40815
H -0.42562 0.64566 -3.22389
H 1.67685 1.72894 -1.95949
Pd -1.30134 -0.14065 -0.54184
C -4.76917 -0.85708 0.11392
N -5.04602 0.11429 1.15833
C -6.29374 -0.10485 1.87866
C -3.99036 0.78752 1.74076
N -2.73236 0.42098 1.63525
N -4.21803 1.89291 2.49949
C -5.45584 2.64471 2.61805
C -3.06354 2.53383 3.11238
H -5.71607 -1.23873 -0.26177
H -4.18727 -1.70263 0.49958
H -4.21151 -0.39466 -0.70914
H -6.20637 0.09564 2.95362
H -7.10389 0.50550 1.45948
H -6.58091 -1.15523 1.75487
H -2.68760 -0.51532 1.22681
H -5.83944 2.59739 3.65237
H -5.26060 3.70594 2.39194
H -6.22435 2.28230 1.92928
H -2.19025 1.89058 2.93272
H -2.89165 3.52282 2.65757
H -3.23864 2.66094 4.19002
```

Output
LUMO (alpha / beta) = -1.93 / -5.76 eV
Charge = +1
⟨S²⟩ = 6.0305
Spin multiplicity = 5
Orbital gap (alpha / beta) = 7.3 / 5.7 eV
Calculated total energy = -1034.83764 hartree

These are the Löwdin partial charges, in e, on atoms 1 to 6: -0.38 -0.09 -0.09 -0.09 0.09 0.05